A single C4H18Si4 molecule at a distorted geometry, computed with wB97M-V/def2-TZVPD.

Geometry as XYZ:
```
26
C4H18Si4 wB97M-V/def2-TZVPD
C 2.220 -1.640 0.180
C -1.151 0.292 -1.916
C 1.730 0.933 -1.823
C 1.012 -1.869 -0.679
Si -3.049 -1.048 1.253
Si -2.337 0.936 1.999
Si -0.083 1.110 1.472
Si 0.451 -0.035 -0.948
H 2.022 -1.189 1.104
H 2.785 -2.543 0.451
H 3.023 -1.126 -0.399
H -1.136 -0.084 -2.941
H -1.919 -0.049 -1.323
H -1.180 1.337 -1.993
H 1.921 0.462 -2.760
H 1.426 1.937 -1.874
H 2.624 0.841 -1.132
H 0.389 -2.756 -0.339
H 1.529 -2.172 -1.654
H -1.893 -2.148 1.273
H -4.290 -1.507 1.838
H -3.269 -0.933 -0.194
H -3.226 1.851 1.250
H -2.934 1.302 3.372
H 0.737 0.199 2.336
H 0.206 2.493 1.731
```

Computed properties:
ΔE to the lowest compared entry with this formula, charge and spin = 0.0000 eV
molecular weight = 178.53 g mol⁻¹
frontier orbital gap = 0.3534 hartree
structure (SMILES) = CC[Si](C)(C)[SiH2][SiH2][SiH3]
DFT total energy = -1321.06368 Eh

These are the natural (NBO) partial charges, in e, on atoms 1 to 8: -0.63 -1.11 -1.15 -0.87 0.39 0.13 0.16 1.40


6 unconnected molecules or ions with the total composition C18H45N3O9 at a distorted geometry, computed with wB97M-V/def2-TZVPD.

Geometry as XYZ:
```
75
C18H45N3O9 wB97M-V/def2-TZVPD
C -5.491 2.474 -4.591
C -4.230 1.663 -4.673
C -3.290 2.015 -3.566
O -3.905 1.686 -2.353
C -2.910 1.107 -1.474
N -4.605 0.229 -4.469
H -4.851 0.105 -3.471
H -5.466 0.028 -4.988
H -3.909 -0.476 -4.736
H -5.210 3.518 -4.673
H -5.962 2.320 -3.617
H -6.238 2.186 -5.335
H -3.834 1.718 -5.683
H -3.031 3.079 -3.589
H -2.351 1.485 -3.801
H -2.379 0.258 -1.924
H -3.330 0.823 -0.515
H -2.155 1.884 -1.317
C 0.715 -1.436 3.804
C -0.363 -0.582 3.189
C -1.620 -0.676 4.026
O -2.693 0.104 3.588
C -3.140 -0.205 2.316
N 0.123 0.835 3.159
H 0.287 1.203 4.098
H 1.009 0.838 2.603
H -0.605 1.486 2.767
H 1.546 -1.662 3.148
H 0.256 -2.357 4.178
H 1.151 -0.924 4.665
H -0.533 -0.836 2.144
H -1.422 -0.353 5.049
H -1.916 -1.739 4.024
H -2.413 0.027 1.533
H -4.008 0.426 2.116
H -3.496 -1.246 2.272
C 1.877 -3.184 -0.001
C 2.811 -2.797 -1.108
C 3.982 -2.034 -0.510
O 4.976 -1.909 -1.484
C 5.911 -0.875 -1.179
N 3.326 -4.017 -1.808
H 3.467 -4.847 -1.222
H 2.774 -4.275 -2.629
H 4.284 -3.781 -2.132
H 1.738 -2.354 0.684
H 2.239 -4.040 0.579
H 0.909 -3.461 -0.424
H 2.261 -2.200 -1.841
H 4.258 -2.546 0.416
H 3.512 -1.080 -0.229
H 5.462 0.096 -1.390
H 6.799 -1.079 -1.766
H 6.180 -0.876 -0.121
C 0.468 0.437 -0.655
C 0.480 0.039 -2.152
O 0.078 -1.127 -2.472
O 0.635 0.939 -3.000
H 0.295 1.510 -0.605
H 1.439 0.254 -0.184
H -0.366 -0.113 -0.215
C 4.688 -0.835 3.825
C 3.561 0.173 3.598
O 3.349 0.925 4.569
O 2.896 0.202 2.491
H 4.621 -1.301 4.800
H 5.608 -0.255 3.703
H 4.732 -1.582 3.038
C -1.576 4.163 0.259
C -0.939 3.449 1.463
O 0.298 3.545 1.583
O -1.725 2.880 2.294
H -0.867 3.981 -0.555
H -1.621 5.226 0.481
H -2.546 3.745 -0.005
```

Computed properties:
ΔE to the lowest compared entry with this formula, charge and spin = 0.2404 eV
molecular weight = 447.57 g mol⁻¹
frontier orbital gap = 0.2087 hartree
DFT total energy = -1554.09913 Eh

These are the Mulliken partial charges, in e, on atoms 1 to 8: -1.39 -0.02 -0.56 -0.48 -0.51 -0.28 0.34 0.36


no.,LUMO level (eV)
1,0.7507
2,-1.1127